1.
The following is a quantum chemistry calculation of a molecular structure, C25H52Cl2P2PdSi2 in a non-equilibrium geometry, from the Open Molecules 2025 dataset.

Geometry as XYZ:
```
84
Properties=species:S:1:pos:R:3
Pd -0.00725 -0.15609 -0.00671
C 0.25308 2.93107 0.16674
C 0.80392 2.18155 1.22873
C 1.72518 1.22884 0.64101
Si 0.24875 2.26814 3.01144
C 1.61991 1.34782 -0.78716
C 0.65048 2.38337 -1.07717
Si -0.12453 2.72252 -2.74429
H -0.35318 3.82945 0.28508
H 2.49702 0.67271 1.15479
H 2.28252 0.86883 -1.49965
Cl 0.39059 -5.12774 -0.35943
C -1.30891 4.15971 -2.65835
C 1.20750 3.05322 -4.00961
C -1.26200 3.35993 3.13698
C 1.63419 2.91260 4.08027
H 2.04355 3.57517 -3.52387
H 0.78963 3.71380 -4.78245
H 1.59131 2.14603 -4.49250
H -2.34966 3.83052 -2.55468
H -1.21251 4.74184 -3.58424
H -1.05995 4.81090 -1.81190
H 2.34006 3.48434 3.46203
H 2.17694 2.09753 4.57652
H 1.21696 3.57997 4.84738
H -0.94015 4.40600 3.23632
H -1.84392 3.08701 4.02984
H -1.90604 3.26926 2.25129
C -1.07961 1.11783 -3.14967
C -0.23682 0.49435 3.52270
P -0.45668 -0.42816 -2.38872
H -1.09921 1.01860 -4.24943
H -2.11815 1.25088 -2.81412
P 0.18917 -0.88374 2.39399
H -1.32827 0.49264 3.67040
H 0.21820 0.31359 4.51349
C -0.77374 -2.33714 3.08737
C 1.97788 -1.21467 2.87962
C 1.11128 -0.70034 -3.39165
C -1.68770 -1.70525 -2.96152
C -2.82892 -1.89715 -1.95976
H -1.09860 -2.63581 -3.02747
C -2.30969 -1.41768 -4.33121
H -2.88130 -0.48207 -4.32199
H -3.01049 -2.23094 -4.56241
H -1.58478 -1.37676 -5.14656
H -2.50258 -2.32311 -1.00617
H -3.56410 -2.59342 -2.38693
H -3.34504 -0.94834 -1.75984
H 1.62963 0.26950 -3.31335
C 0.88417 -0.99417 -4.87703
C 2.01304 -1.77992 -2.78980
H 0.30456 -0.22151 -5.39627
H 0.40388 -1.97111 -5.02158
H 1.86738 -1.04219 -5.36957
H 2.36078 -1.51760 -1.78259
H 2.90374 -1.89205 -3.42520
H 1.50703 -2.75485 -2.74940
H 2.42628 -0.20767 2.86252
C 2.69223 -2.09311 1.84924
C 2.18492 -1.78908 4.28337
H 1.76789 -1.15861 5.07755
H 3.26868 -1.85458 4.46200
H 1.77898 -2.80657 4.36664
H 2.70213 -1.64317 0.84758
H 2.23734 -3.09266 1.78355
H 3.73827 -2.22147 2.16289
C -2.12938 -2.54511 2.40371
C -1.01696 -2.26016 4.59825
H -0.12759 -3.20788 2.87825
H -1.61906 -1.38182 4.86252
H -0.09994 -2.24807 5.19145
H -1.58359 -3.15386 4.89393
H -2.78288 -1.67351 2.54687
H -2.62281 -3.41008 2.87046
H -2.06098 -2.76030 1.33213
C 0.20692 -3.01730 -0.22876
H -0.15064 -2.92905 0.79486
H 1.23733 -2.72823 -0.42000
H -0.51773 -2.85104 -1.02756
Cl -2.66169 1.67672 -0.26034
C -1.97243 0.28157 0.58502
H -2.62184 -0.56913 0.34712
H -2.03658 0.53967 1.64698
```

As for the spin multiplicity: 5. For the gap between HOMO and LUMO (spin up / spin down), the calculation gives 3.844 / 5.936 eV. Its energy above the lowest of the compared OMol25 structures with the same formula, charge and spin is 0.0 kcal per mole. The expectation value of S² is 6.02. Its energy is -89622.7641 eV. The largest force on an atom is 1.95 eV/Å. Its highest occupied orbital energy (spin up / spin down) is -0.12544 / -0.29151 hartree.

***

2.
The following is a quantum chemistry calculation of a molecular structure, C25H52F2GaN4O5 in a non-equilibrium geometry, from the Open Molecules 2025 dataset.

Geometry as XYZ:
```
89
Properties=species:S:1:pos:R:3
C -7.41672 1.34677 0.73205
C -6.82365 2.55501 -0.20082
C -6.13876 2.08597 -1.61082
C -5.57210 0.55005 -1.64547
C -4.10789 0.62711 -2.45101
C -3.75617 -0.86438 -3.02706
C -2.16490 -1.17932 -3.25083
C -1.16227 -0.60465 -2.09151
C 0.32294 -1.29865 -2.04052
C 1.03539 -0.72851 -0.63831
C 1.26014 0.89526 -0.63533
C 1.75085 1.46685 0.85777
C 0.66083 2.55133 1.48939
C 0.27508 2.26402 3.05995
Ga -0.73211 0.42848 3.11138
N -2.34702 0.48285 4.23312
C -2.73428 -0.99509 4.39074
O -1.93152 -2.01770 4.06406
F -4.09560 -1.34436 4.89039
C -3.51475 1.10577 3.50023
O -4.42096 1.86593 4.13778
F -3.64339 0.79502 2.04691
H -6.51815 0.76168 1.25663
H -8.15934 0.61817 0.17690
H -8.00333 1.85864 1.63449
H -6.06309 3.26410 0.34969
H -7.75681 3.23952 -0.49226
H -5.21888 2.81768 -1.79810
H -6.89462 2.24329 -2.50252
H -5.30185 0.09978 -0.58451
H -6.26416 -0.22548 -2.19108
H -4.18273 1.45070 -3.31105
H -3.35400 1.05699 -1.66607
H -4.27940 -1.73867 -2.40426
H -4.26225 -0.93181 -4.10535
H -1.82753 -0.73659 -4.29737
H -2.06981 -2.36531 -3.34834
H -1.08931 0.57352 -2.27144
H -1.65691 -0.80434 -1.02979
H 1.00788 -0.92408 -2.94307
H 0.29265 -2.49198 -2.03201
H 0.40700 -1.09481 0.30486
H 2.08893 -1.23495 -0.58306
H 0.31694 1.53147 -0.91085
H 2.10222 1.12671 -1.43500
H 2.02458 0.60084 1.60193
H 2.72644 2.11121 0.61859
H -0.36401 2.56929 0.89312
H 1.11129 3.65189 1.38809
H -0.40792 3.12701 3.47109
H 1.28101 2.22117 3.66575
H -1.18702 -0.03348 1.62193
H 0.33725 -0.62346 3.74324
C 2.43657 0.98900 6.05313
O 1.73866 0.39271 5.24213
N 2.09643 1.24708 7.36422
C 2.98008 1.96073 8.26252
C 0.81485 0.79075 7.86055
H 3.43072 1.37905 5.78031
H 3.21600 1.31513 9.11327
H 2.47214 2.86282 8.61559
H 3.90827 2.24498 7.75929
H 0.75944 -0.29707 7.75615
H 0.01920 1.24307 7.26091
H 0.68670 1.06693 8.91065
C 1.17863 -4.09836 -5.22279
O 0.42830 -3.34111 -4.61952
N 2.55369 -4.00220 -5.25736
C 3.37259 -4.94044 -5.99643
C 3.20150 -2.92920 -4.53207
H 0.79056 -4.94866 -5.80701
H 4.05638 -5.43651 -5.30175
H 3.94694 -4.39228 -6.74880
H 2.75675 -5.69457 -6.49401
H 2.94379 -3.00984 -3.47169
H 2.83490 -1.97070 -4.91169
H 4.28694 -2.98191 -4.65230
C 6.18263 -0.20692 -3.83723
O 5.48472 -0.80321 -4.64823
N 5.84249 0.05116 -2.52614
C 6.72614 0.76481 -1.62784
C 4.56091 -0.40517 -2.02981
H 7.17679 0.18313 -4.11005
H 6.96206 0.11921 -0.77709
H 6.21820 1.66690 -1.27477
H 7.65433 1.04906 -2.13107
H 4.50550 -1.49299 -2.13421
H 3.76527 0.04715 -2.62946
H 4.43277 -0.12899 -0.97971
```

For the gap between HOMO and LUMO, the calculation gives 6.853 eV. Its energy above the lowest of the compared OMol25 structures with the same formula, charge and spin is 222.1 kcal per mole. Its energy is -100769.4693 eV. The largest force on an atom is 9.43 eV/Å. Its highest occupied orbital energy is -0.17185 hartree. As for the total charge: -1.

***

3.
The following is a quantum chemistry calculation of a molecular structure, C25H52F6N3O3PrSbSi2Te in a non-equilibrium geometry, from the Open Molecules 2025 dataset.

Geometry as XYZ:
```
94
Properties=species:S:1:pos:R:3
Pr -0.62066 -0.14720 -1.20491
C 1.68444 1.53960 -5.36761
N 1.96794 1.02920 -4.03481
C 3.29944 0.47480 -3.84171
C 0.97264 0.64290 -3.11711
O 1.25724 -0.07850 -2.16001
C -0.47236 1.18100 -3.41431
O -1.61446 0.93530 -2.60571
C -1.96586 1.99370 -1.72571
C -1.53036 2.09430 -0.22121
O -0.94756 1.19430 0.38619
N -1.85906 3.29290 0.43459
C -2.82646 4.26780 -0.04841
C -1.49426 3.41630 1.83819
H 2.52824 2.14450 -5.71251
H 0.78934 2.16200 -5.38921
H 1.54134 0.68940 -6.04131
H 4.04474 1.17600 -4.22851
H 3.36674 -0.47310 -4.38431
H 3.51034 0.29610 -2.78361
H -0.73356 0.72470 -4.37761
H -0.38026 2.25810 -3.59691
H -3.06146 1.94650 -1.67871
H -1.71866 2.94880 -2.20311
H -3.03196 4.17910 -1.11451
H -2.44306 5.27330 0.14899
H -3.76456 4.12300 0.49659
H -0.63876 2.78550 2.09369
H -2.35156 3.11890 2.44989
H -1.23366 4.45700 2.05229
F -1.46716 -1.61280 -2.67051
Sb -2.22066 -2.92320 -3.97561
F -3.97626 -1.97330 -3.91701
F -2.80256 -4.09200 -2.46471
F -2.97376 -4.23440 -5.28011
F -0.46506 -3.87300 -4.03441
F -1.63876 -1.75430 -5.48651
C -5.62036 -0.79250 1.01449
N -4.48056 -0.03980 0.39439
C -4.26906 -0.42740 -1.04131
C -3.20966 -0.06900 1.22059
C -2.54506 -1.40720 1.35859
C -2.87946 -2.29570 2.39029
C -2.25196 -3.54000 2.47679
C -1.28526 -3.90420 1.54069
C -0.93996 -3.02390 0.51809
C -1.56586 -1.78390 0.43179
H -6.52516 -0.55520 0.44809
H -5.73326 -0.45420 2.04779
H -5.41176 -1.86400 0.96819
H -4.76446 0.94720 0.38159
H -4.06336 -1.49920 -1.09771
H -3.43676 0.16020 -1.43701
H -5.18426 -0.18670 -1.58941
H -3.46776 0.33610 2.20679
H -2.52516 0.65430 0.75979
H -3.61846 -2.03310 3.14439
H -2.50786 -4.22820 3.28089
H -0.79316 -4.87220 1.61479
H -0.17786 -3.29970 -0.20651
C 1.70124 0.22880 4.62069
Si 1.52484 -1.47160 3.86819
C -0.28236 -1.83470 3.56659
C 2.21314 -2.73720 5.05459
C 2.47484 -1.57210 2.26039
Te 1.73194 -0.14720 0.83479
C 3.24114 1.28910 1.35819
Si 4.70614 1.17730 0.20069
C 5.48384 -0.51820 0.29829
C 4.16134 1.51150 -1.55431
C 5.96944 2.45600 0.70279
H 1.14404 0.26680 5.57909
H 1.28984 0.98930 3.92609
H 2.77384 0.43980 4.80879
H -0.83256 -1.78960 4.52869
H -0.38676 -2.84810 3.12779
H -0.70236 -1.08350 2.86709
H 1.65534 -2.68790 6.01229
H 3.28604 -2.52440 5.23959
H 2.10704 -3.75060 4.61609
H 2.38884 -2.58860 1.82509
H 3.55124 -1.38570 2.44819
H 3.57184 1.11930 2.40259
H 2.79504 2.30370 1.31639
H 4.74364 -1.28680 -0.00401
H 5.81684 -0.71240 1.33839
H 6.35804 -0.56190 -0.38321
H 3.41494 0.75210 -1.86451
H 5.04044 1.46010 -2.22891
H 3.70794 2.52210 -1.61371
H 6.29894 2.26030 1.74379
H 5.51614 3.46660 0.64179
H 6.84284 2.40020 0.02119
H -2.77956 -0.14720 -1.20491
```

As for the spin multiplicity: 4. For the gap between HOMO and LUMO (spin up / spin down), the calculation gives 6.256 / 5.863 eV. Its energy above the lowest of the compared OMol25 structures with the same formula, charge and spin is 91.7 kcal per mole. The expectation value of S² is 3.76. Its energy is -97319.5093 eV. The largest force on an atom is 10.32 eV/Å. Its highest occupied orbital energy (spin up / spin down) is -0.46116 / -0.46114 hartree. As for the total charge: +2.

***

4.
The following is a quantum chemistry calculation of 5 unconnected molecules or ions with the total composition C25H52N3O9P in a non-equilibrium geometry, from the Open Molecules 2025 dataset.

Geometry as XYZ:
```
90
Properties=species:S:1:pos:R:3
C 7.58330 -0.46920 2.16320
C 6.83297 -1.47418 1.07448
N 5.34645 -1.09843 0.92912
C 4.99461 -0.83576 -0.51968
N 5.81643 0.44182 -0.79319
C 4.81537 1.56401 -0.44470
O 4.98527 2.66063 0.29808
C 3.48375 0.99304 -1.25041
C 2.13774 1.91696 -1.34686
P 1.43342 2.52440 0.31820
O 1.57084 4.13092 0.34502
O 2.22633 1.90023 1.73628
O -0.29360 2.17710 0.40514
C 3.38584 -0.60664 -0.91563
N 3.33998 -1.23196 -2.29562
C 2.38635 -1.15657 0.25963
C 0.78880 -1.13228 -0.11487
C -0.01592 -1.11536 1.35118
C -1.44751 -1.92127 1.31189
C -1.69522 -2.47951 2.86860
O -1.26178 -1.39468 3.76973
C -0.24145 -1.84975 4.72687
H 6.78465 0.02774 2.87885
H 8.23727 0.35209 1.59907
H 8.32162 -1.17081 2.78533
H 7.39577 -1.51359 0.04863
H 6.88168 -2.57964 1.51591
H 4.84834 -1.93482 1.32074
H 5.52014 -1.66940 -1.15208
H 5.88687 0.37025 -1.85310
H 3.85406 0.98957 -2.38572
H 1.31435 1.38814 -1.99769
H 2.44498 2.89595 -1.95692
H 1.54365 1.86816 2.48660
H -0.60576 2.61990 1.24930
H 2.56218 -0.85659 -2.88429
H 3.27466 -2.29206 -2.23939
H 2.66544 -2.30608 0.42239
H 2.65114 -0.63500 1.29271
H 0.42850 -0.18739 -0.70347
H 0.45174 -2.08380 -0.75158
H 0.69700 -1.73690 2.07961
H -0.08743 -0.03227 1.78957
H -2.33303 -1.23943 0.94240
H -1.31562 -2.90940 0.66317
H -2.82110 -2.72018 3.09277
H -1.01640 -3.45667 2.94259
H -0.44736 -1.33491 5.78100
H 0.82023 -1.45210 4.38925
H -0.22490 -3.00396 4.92248
C -0.94309 0.72329 -5.95209
C -0.07225 1.30133 -4.86881
O 1.03126 0.82206 -4.61286
C -0.60376 2.48816 -4.11076
H -0.43142 -0.12803 -6.41344
H -1.88624 0.37443 -5.52410
H -1.12971 1.47754 -6.72072
H -1.53182 2.21805 -3.60070
H -0.77522 3.32104 -4.79731
H 0.13122 2.79824 -3.36025
C -6.04309 -2.92671 -0.40209
C -5.17225 -2.34867 0.68119
O -4.06874 -2.82794 0.93714
C -5.70376 -1.16184 1.43924
H -5.53142 -3.77803 -0.86344
H -6.98624 -3.27557 0.02590
H -6.22971 -2.17246 -1.17072
H -6.63182 -1.43195 1.94930
H -5.87522 -0.32896 0.75269
H -4.96878 -0.85176 2.18975
C -7.94948 -2.15357 5.49312
C -7.43184 -3.37376 4.77958
O -7.32262 -3.39889 3.55468
C -7.05322 -4.56196 5.62251
H -8.18259 -1.37529 4.75872
H -8.86202 -2.40244 6.04061
H -7.18724 -1.77192 6.17711
H -7.92575 -4.91821 6.17584
H -6.25103 -4.28765 6.31222
H -6.69657 -5.36870 4.97321
C 0.61193 6.97989 -4.29032
C 1.03316 5.82194 -5.15503
O 0.21911 4.98540 -5.54294
C 2.48871 5.72697 -5.52656
H -0.46537 6.91970 -4.10275
H 1.13657 6.93852 -3.33249
H 0.82585 7.92210 -4.80119
H 3.09708 5.62980 -4.62387
H 2.78624 6.61331 -6.09255
H 2.64651 4.84215 -6.15251
```

For the gap between HOMO and LUMO, the calculation gives 9.263 eV. Its energy is -58948.2921 eV. The largest force on an atom is 9.13 eV/Å. Its highest occupied orbital energy is -0.32619 hartree.